(1)
C23H58Cl2N3Na3O8 as an isolated structure. Source: the OMol25 dataset; level of theory: wB97M-V/def2-TZVPD.

Properties
- molecular weight (g mol⁻¹) = 644.606
- E (eV) = -83913.923
- net charge = +2
- strongest force on any atom (eV Å⁻¹) = 3.2
- frontier orbital gap (hartree) = 0.13570

Structure (XYZ):
```
97
Properties=species:S:1:pos:R:3:forces:R:3
Na 3.8792 -4.8174 -1.3584 -0.254 -0.146 0.258
Na -0.1993 -3.1121 -3.4297 -0.579 0.080 -0.195
Na 3.7404 -1.4817 2.2969 -0.717 0.588 0.802
C -1.0229 -2.2106 2.6119 -0.156 0.328 0.115
C -0.5357 -3.4344 1.7766 1.632 1.992 -0.017
O 0.5441 -3.0276 0.9415 0.050 -0.117 -0.320
H -1.0862 -1.2643 2.0747 -0.125 -0.262 -0.820
H -0.3777 -1.8928 3.4309 0.389 -0.657 0.227
H -2.0125 -2.3569 3.0449 -0.097 -0.267 0.068
H -1.3890 -3.7969 1.2034 -0.075 -0.401 -0.011
H -0.1333 -4.1558 2.4878 -0.555 -0.563 0.098
Cl -7.9236 -8.1604 -0.2803 -0.639 0.011 0.341
C -8.1569 -7.7550 1.4699 1.524 0.404 -0.078
C -7.1525 -6.5984 1.7031 -0.772 -0.296 0.914
Cl -7.2082 -6.1642 3.4469 -0.079 0.057 0.218
H -7.8979 -8.6580 2.0228 0.149 0.201 -0.017
H -9.1594 -7.4619 1.7815 -0.043 0.047 -0.693
H -7.4791 -5.6980 1.1828 0.241 -0.258 -0.204
H -6.1016 -6.8394 1.5431 -0.374 -0.163 -0.479
C -1.8033 -8.0158 -2.5417 -0.649 -1.918 -0.845
O -1.2074 -7.0385 -3.3833 0.337 0.645 0.728
H -2.3580 -7.6840 -1.6640 0.330 0.758 -0.330
H -2.4807 -8.6044 -3.1604 -0.699 0.254 0.062
H -1.1535 -8.8370 -2.2393 0.833 0.464 0.379
H -1.0310 -7.4566 -4.2292 -0.059 -0.004 -0.038
C -0.6911 -0.1064 -4.4506 0.124 0.874 0.784
O -1.1562 -0.9321 -5.4700 0.630 -0.770 1.339
C -0.5146 -0.5931 -6.6949 -1.870 -1.690 -0.482
C -1.0853 -1.6340 -7.6903 -0.055 1.006 0.479
N -0.6067 -2.9751 -7.5603 -0.509 -0.031 0.866
C -1.3019 -3.8763 -8.5127 2.537 -0.796 0.643
C -0.5565 -5.2287 -8.4002 1.468 0.514 -0.660
O -0.9740 -6.1709 -7.4909 -0.498 -1.345 0.538
C -2.0523 -6.9957 -7.8608 -1.473 -0.084 0.196
H 0.3706 -0.1878 -4.2174 0.658 -0.272 -0.477
H -1.1483 -0.2842 -3.4772 -0.746 -0.227 -0.203
H -0.8412 0.9447 -4.6970 -0.131 0.196 0.075
H 0.5674 -0.6622 -6.5823 0.150 0.488 -0.175
H -0.9738 0.3654 -6.9368 0.934 0.395 -0.489
H -0.9290 -1.2558 -8.7006 -0.311 0.213 -0.291
H -2.1389 -1.7096 -7.4211 -0.241 0.517 -0.512
H 0.4003 -2.9621 -7.6373 0.047 -0.588 -0.590
H -1.0936 -3.5474 -9.5308 -0.509 0.261 -0.258
H -2.3722 -3.9588 -8.3233 0.132 0.156 0.133
H 0.4811 -5.1295 -8.0814 0.178 1.233 0.459
H -0.2534 -5.5735 -9.3888 -1.229 -0.870 -0.547
H -2.9399 -6.6841 -7.3102 -0.353 0.515 -0.309
H -2.0228 -8.0378 -7.5425 1.170 -0.096 0.044
H -2.2597 -7.0102 -8.9307 0.116 0.233 -0.056
C 2.8997 9.7968 -0.0689 0.197 0.512 0.267
O 1.9903 9.2529 0.8494 0.699 0.228 0.470
C 2.4119 9.2966 2.2107 -0.881 -1.011 0.196
C 1.1621 9.4723 2.9716 -2.063 0.273 2.371
N 0.3361 8.2735 3.2570 1.475 0.955 -0.803
C -1.0364 8.4709 3.7388 0.596 -2.329 -0.715
C -1.4691 7.0348 4.1908 -0.400 1.538 -1.190
O -1.5714 6.0403 3.1185 -0.021 0.832 1.740
C -1.9440 4.8275 3.7455 -0.226 -0.285 0.306
H 2.3013 10.0707 -0.9378 0.491 -0.357 -0.288
H 3.7653 9.1537 -0.2274 -0.179 -0.447 -0.602
H 3.3630 10.7074 0.3110 -0.232 0.395 0.175
H 3.0007 10.1352 2.5824 0.639 0.166 -1.061
H 2.8532 8.3465 2.5118 0.558 -0.078 -0.141
H 0.5992 10.2131 2.4038 -0.233 0.387 0.184
H 1.3709 9.8298 3.9799 0.258 0.666 -0.078
H 0.3972 7.8343 2.3495 -1.103 -0.849 0.027
H -1.7015 8.9340 3.0100 -0.207 -0.180 -0.260
H -1.1751 9.0454 4.6547 0.856 0.269 0.047
H -2.4269 7.2613 4.6592 -0.468 -0.927 0.104
H -0.7368 6.7441 4.9441 -0.017 -0.338 -0.051
H -2.8195 4.9256 4.3873 -0.567 0.295 -0.324
H -1.2249 4.4684 4.4818 0.757 0.000 -0.203
H -2.1323 4.0389 3.0170 0.097 0.252 -0.172
C 4.2225 2.2569 0.2991 0.038 1.163 0.580
O 3.5249 1.7985 1.4671 0.605 -1.027 -0.757
C 3.3158 2.7551 2.5069 -0.049 -0.063 -0.586
C 2.5861 2.0758 3.6829 1.800 0.164 -0.093
N 3.5104 1.0835 4.3052 -1.216 -0.566 0.105
C 3.0587 0.6321 5.6371 -0.102 -1.166 -0.707
C 3.9500 -0.5503 6.0916 -0.407 2.483 -0.855
O 3.7315 -1.6764 5.2861 -0.687 -1.791 0.483
C 3.7445 -2.9074 6.1084 0.142 1.080 -0.932
H 4.6817 1.4606 -0.2867 -0.761 -0.392 0.085
H 5.0805 2.9044 0.4799 0.274 0.033 0.921
H 3.6038 2.9408 -0.2820 -0.454 -0.482 -0.391
H 2.7899 3.6067 2.0752 -0.513 0.048 0.246
H 4.2997 3.1492 2.7615 0.131 0.000 0.612
H 1.6636 1.5931 3.3603 0.122 -0.151 -0.141
H 2.3074 2.8196 4.4293 -0.022 0.344 -0.081
H 4.4929 1.3172 4.2958 -0.104 0.640 0.056
H 2.0306 0.2982 5.4967 -0.113 -0.222 0.082
H 2.9998 1.3581 6.4480 0.414 0.569 -0.145
H 3.8396 -0.6350 7.1727 -0.022 -0.770 -0.083
H 4.9306 -0.1343 5.8605 0.669 -0.418 0.453
H 4.7535 -2.8968 6.5205 -0.290 -0.674 0.506
H 3.5439 -3.7843 5.4929 0.386 0.234 -0.359
H 2.9238 -2.9118 6.8258 0.303 0.391 0.331
```
Forces are in eV/Å.

Löwdin atomic charge list, values in e, 8 entries: 0.848 0.805 0.745 -0.118 -0.456 -0.446 0.053 0.046

---

(2)
A 2-piece molecular cluster, C2H8OS overall. Source: the OMol25 dataset; level of theory: wB97M-V/def2-TZVPD.

Properties
- energy above the lowest of the compared OMol25 structures with the same formula, charge and spin (eV) = 1.016
- molecular weight (g mol⁻¹) = 80.152
- E (eV) = -15085.463
- strongest force on any atom (eV Å⁻¹) = 2.0
- frontier orbital gap (hartree) = 0.36975

Structure (XYZ):
```
12
Properties=species:S:1:pos:R:3:forces:R:3
C 1.9856 -0.8193 0.2289 -0.188 -1.293 1.461
O 1.9996 0.5285 0.6539 -1.457 0.809 -0.466
H 1.7826 -1.4532 1.1345 0.285 0.184 -0.783
H 2.9424 -1.1220 -0.1890 0.238 0.398 0.172
H 1.2447 -1.1145 -0.5050 -0.394 0.478 -0.275
H 1.0576 0.8491 0.7409 1.757 -0.486 -0.138
C -2.1228 0.7299 -0.6611 0.138 0.343 -0.166
S -1.7123 -0.5079 0.6397 0.061 0.598 -0.671
H -3.0197 0.4021 -1.1775 -0.243 -0.051 0.226
H -1.3540 0.7699 -1.4679 -0.334 0.100 0.895
H -2.3134 1.7222 -0.1885 0.270 -0.761 -0.564
H -0.4902 0.0151 0.7911 -0.133 -0.320 0.309
```
Forces are in eV/Å.

Löwdin atomic charge list, values in e, 8 entries: -0.198 -0.140 0.091 0.076 0.057 0.064 -0.474 0.647

---

(3)
C7H9BrN as an isolated structure. Source: the OMol25 dataset; level of theory: wB97M-V/def2-TZVPD.

Properties
- energy above the lowest of the compared OMol25 structures with the same formula, charge and spin (eV) = 3.586
- molecular weight (g mol⁻¹) = 187.060
- E (eV) = -78927.022
- net charge = +1
- strongest force on any atom (eV Å⁻¹) = 5.2
- frontier orbital gap (hartree) = 0.24291

Structure (XYZ):
```
18
Properties=species:S:1:pos:R:3:forces:R:3
C -3.4456 -0.2393 0.0367 -0.997 -0.667 0.248
C -2.7062 0.7843 0.5141 0.330 4.931 1.563
C -2.8591 -1.4079 -0.3945 1.886 2.317 1.416
C -1.3024 0.6911 0.5713 -2.036 -0.973 -1.736
C -1.4954 -1.4604 -0.2897 0.614 -0.492 -1.375
C 3.9882 0.9368 0.0982 2.218 -0.039 2.394
C 3.2329 -0.1188 -0.5165 -2.581 -0.762 0.677
N -0.7965 -0.3983 0.0245 1.894 0.049 1.978
Br 1.6832 -0.9214 0.2498 2.724 1.497 -1.550
H -4.5113 -0.1754 0.1215 -0.468 0.152 -0.506
H -3.2282 1.8527 0.7665 1.298 -2.973 -0.287
H -3.3921 -2.0950 -0.8778 -2.083 -3.101 -1.364
H -0.5866 1.4179 0.8576 0.121 0.927 0.393
H -0.8367 -2.2793 -0.5869 -0.745 -0.264 -0.183
H 4.5826 0.5570 1.0215 -1.382 0.234 -0.918
H 4.8360 1.2914 -0.4692 -0.164 0.053 -0.969
H 3.4678 1.8274 0.4621 -0.459 -0.306 0.003
H 3.3695 -0.2629 -1.5893 -0.168 -0.583 0.219
```
Forces are in eV/Å.

Löwdin atomic charge list, values in e, 8 entries: -0.066 -0.054 -0.015 -0.114 -0.153 -0.152 -0.380 -0.138

---

(4)
C26H34N4S as an isolated structure. Source: the OMol25 dataset; level of theory: wB97M-V/def2-TZVPD.

Properties
- molecular weight (g mol⁻¹) = 434.653
- E (eV) = -44291.450
- net charge = +2
- strongest force on any atom (eV Å⁻¹) = 4.3
- frontier orbital gap (hartree) = 0.11625

Structure (XYZ):
```
65
Properties=species:S:1:pos:R:3:forces:R:3
C 2.2573 -1.8108 4.1705 0.274 0.238 0.038
C 1.7072 -0.7694 3.0968 0.593 -0.503 0.289
C 1.5266 -1.4479 1.6630 -0.157 1.238 -0.617
C 0.0119 -1.5727 1.2456 -0.188 -0.513 1.111
C -0.8217 -2.6000 2.1685 0.034 0.714 -1.102
C -2.2416 -1.9350 2.3934 0.269 -1.106 -0.776
C -3.3322 -2.9050 3.0121 0.278 0.504 0.400
C -4.3644 -2.0458 3.8568 -0.623 -0.014 -0.428
C -5.8190 -2.0002 3.2870 -2.285 -0.554 -1.397
C -6.3795 -2.8558 2.2568 -0.677 2.141 1.578
C -7.8149 -2.6450 1.7968 -0.464 2.216 1.938
C -8.6780 -1.6261 2.3832 1.284 -0.838 -0.213
C -8.2058 -0.7131 3.4897 1.236 -1.483 -0.903
N -8.8665 0.2838 4.1908 3.859 -1.941 -0.197
S -7.6479 0.7972 5.2432 0.001 -0.450 -0.612
N -6.2942 -0.1231 4.8860 -3.655 -0.504 -1.922
C -6.7640 -0.9572 3.8713 0.841 0.233 0.625
H 1.4863 -2.0951 4.9444 0.864 0.260 -0.900
H 2.6292 -2.7382 3.6455 -0.511 0.906 0.652
H 3.1570 -1.3714 4.6996 -1.133 -0.529 -0.423
H 0.7563 -0.2783 3.4670 0.921 -0.675 -0.555
H 2.4818 0.0595 3.0397 -0.914 -0.894 -0.122
H 2.0055 -0.7196 0.9237 -0.420 -0.884 0.564
H 2.1121 -2.4082 1.5551 -0.786 0.962 0.307
H -0.1641 -1.8947 0.1841 0.458 0.468 0.843
H -0.4631 -0.5562 1.3982 0.542 -0.927 -0.322
H -0.2733 -2.8369 3.1191 -0.632 0.323 -0.759
H -0.8999 -3.5530 1.5600 -0.103 0.912 0.943
H -2.1054 -0.9657 2.9449 -0.199 -1.012 -0.202
H -2.6193 -1.6586 1.3565 0.410 -0.105 1.163
H -3.7901 -3.4662 2.1515 0.274 0.606 0.981
H -2.8903 -3.6975 3.6910 -0.233 1.024 -0.793
H -4.3942 -2.4168 4.9189 -0.098 0.357 -1.006
H -4.0130 -0.9696 3.9169 -0.394 -1.252 -0.026
H -5.7649 -3.6663 1.8015 -0.727 0.815 0.399
H -8.2879 -3.2577 0.9825 0.848 0.569 0.992
H -9.7304 -1.5064 2.0117 1.240 -0.215 0.394
C 6.5637 1.4372 -7.7224 -0.081 -0.045 -0.130
N 5.6913 1.7463 -6.5654 0.092 0.082 0.163
C 4.3576 1.6376 -6.7038 -0.132 0.062 0.301
C 3.5158 1.8786 -5.6347 -0.153 -0.007 -0.123
C 4.0423 2.2323 -4.3931 0.393 -0.137 -0.451
C 5.4273 2.3575 -4.2945 0.069 -0.007 0.166
C 6.2318 2.1120 -5.3910 -0.263 0.018 0.183
C 3.1800 2.4440 -3.2087 -0.304 0.095 0.547
C 3.3622 1.6863 -2.0534 0.167 -0.083 -0.017
C 2.5869 1.9212 -0.9335 0.127 0.016 -0.217
N 1.6507 2.8840 -0.9411 0.131 -0.185 -0.028
C 1.4302 3.6186 -2.0467 0.215 -0.095 -0.201
C 2.1789 3.4145 -3.1898 -0.120 0.119 -0.105
C 0.8588 3.1603 0.2799 -0.099 0.103 0.026
H 6.2704 2.0811 -8.5504 0.070 -0.101 0.002
H 6.4210 0.3866 -7.9738 0.064 0.098 -0.081
H 7.6032 1.6185 -7.4597 -0.116 0.008 0.030
H 3.9808 1.3445 -7.6763 0.108 0.015 0.044
H 2.4468 1.7638 -5.7770 0.106 0.000 -0.025
H 5.8950 2.6502 -3.3610 -0.006 -0.031 -0.102
H 7.3096 2.1978 -5.3360 -0.080 -0.034 -0.107
H 4.1098 0.9018 -2.0133 -0.083 0.062 0.044
H 2.7146 1.3478 -0.0230 -0.106 0.080 -0.030
H 0.6574 4.3757 -1.9929 0.042 -0.072 0.068
H 1.9877 4.0383 -4.0559 -0.014 -0.035 0.097
H -0.1963 3.0557 0.0314 0.048 0.046 0.094
H 1.0877 4.1764 0.6003 -0.110 -0.077 0.038
H 1.1288 2.4543 1.0627 0.005 0.018 -0.126
```
Forces are in eV/Å.

Löwdin atomic charge list, values in e, 8 entries: -0.119 -0.254 -0.227 -0.228 -0.190 -0.219 -0.185 -0.157